# C16H35AlF5N3O2PSSi2Te

C16H35AlF5N3O2PSSi2Te as an isolated structure (wB97M-V/def2-TZVPD, the OMol25 dataset).

## Properties
* charge: +3
* molar mass: 670.3 g mol⁻¹
* lowest unoccupied orbital energy: -8.6 eV
* energy above the lowest of the compared OMol25 structures with the same formula, charge and spin: 1.4553 eV
* total energy: -3272.99823 Eh

Last column: Mulliken charge in e.
Atoms and positions in Å:
Al -0.74 -0.11 0.90  0.3520
F 1.56 6.56 -2.05  -0.2376
C 1.06 5.55 -1.39  0.7014
C 1.32 4.25 -1.80  -0.2446
F 2.09 4.03 -2.85  -0.2536
C 0.77 3.19 -1.11  0.1391
F 1.03 1.96 -1.54  -0.0024
C -0.04 3.38 -0.01  0.4606
S -0.91 2.14 0.87  -0.2194
C -0.30 4.69 0.37  0.1548
F -1.13 4.93 1.41  -0.3513
C 0.24 5.77 -0.30  0.1704
F -0.03 7.00 0.10  -0.2488
C 4.63 0.60 0.30  -0.9527
Si 4.46 -1.22 0.64  0.0117
C 5.40 -1.83 2.10  -0.9852
C 4.70 -2.21 -0.92  -0.9137
C 2.58 -1.45 1.11  -1.0238
Te 1.35 -0.87 -0.55  -0.1183
C 0.71 -2.81 -1.18  -0.8041
Si -0.02 -2.75 -2.97  -0.0198
C -1.60 -1.77 -2.76  -0.8154
C 1.19 -1.84 -4.05  -0.9170
C -0.28 -4.49 -3.51  -0.9858
H 5.68 0.86 0.09  0.3961
H 4.31 1.21 1.15  0.3352
H 4.06 0.91 -0.58  0.2743
H 6.48 -1.74 1.92  0.3597
H 5.19 -2.88 2.30  0.3434
H 5.17 -1.24 2.99  0.3375
H 5.72 -2.11 -1.29  0.4134
H 4.04 -1.87 -1.73  0.2510
H 4.52 -3.28 -0.75  0.3382
H 2.34 -0.82 1.97  0.5688
H 2.36 -2.50 1.33  0.5957
H -0.02 -3.20 -0.47  0.5039
H 1.61 -3.42 -1.13  0.5258
H -1.45 -0.88 -2.14  0.1323
H -2.39 -2.39 -2.31  0.2713
H -1.98 -1.42 -3.73  0.4242
H 1.37 -0.81 -3.74  0.3256
H 0.80 -1.79 -5.08  0.3738
H 2.15 -2.36 -4.10  0.3322
H -0.95 -5.04 -2.84  0.3420
H 0.68 -5.02 -3.54  0.3294
H -0.71 -4.52 -4.52  0.3414
N -0.51 -1.71 2.18  -0.3353
H -1.26 -2.37 1.99  0.3614
H -0.59 -1.48 3.17  0.3672
H 0.37 -2.21 2.08  0.1579
N -3.43 3.39 2.11  0.0302
C -3.42 2.11 2.88  -0.9880
P -3.73 0.71 1.72  1.1742
O -4.44 1.29 0.54  -0.9597
O -2.44 -0.10 1.55  -0.0029
C -4.96 -0.46 2.46  -0.9506
N -6.26 -0.30 1.69  -0.2353
H -3.55 4.21 2.70  0.4282
H -4.17 3.38 1.39  0.4127
H -2.55 3.48 1.59  -0.2714
H -4.21 2.14 3.63  0.6166
H -2.47 2.01 3.39  0.3450
H -5.14 -0.29 3.52  0.4282
H -4.60 -1.47 2.34  0.3335
H -6.05 0.29 0.86  0.3646
H -6.99 0.14 2.23  0.3513
H -6.63 -1.20 1.36  0.3600

# C16H35IIn2O

C16H35IIn2O as an isolated structure in a non-equilibrium geometry (wB97M-V/def2-TZVPD, the OMol25 dataset).

## Properties
* charge: +2
* molar mass: 600.0 g mol⁻¹
* lowest unoccupied orbital energy: -10.4 eV
* energy above the lowest of the compared OMol25 structures with the same formula, charge and spin: 0.0000 eV
* total energy: -1383.01776 Eh

Last column: Mulliken charge in e.
Atoms and positions in Å:
C 0.30 4.35 1.36  -1.0191
C 1.21 3.12 1.38  -0.1639
C 2.38 3.16 0.39  0.2363
C 2.20 2.31 -0.87  -0.7884
C 1.08 2.74 -1.82  0.2563
C 0.54 1.57 -2.63  -1.3921
In -1.31 0.41 -2.12  1.0056
C -2.75 1.86 -1.06  -0.9417
C -2.37 2.05 0.37  0.2732
C -3.40 1.40 1.29  -1.4045
I -2.85 1.84 3.29  0.1334
O -0.83 -1.12 -0.93  -0.2200
C -1.58 -2.31 -0.89  -1.2472
C -0.68 -3.50 -0.61  0.9556
C -1.44 -4.80 -0.93  -1.8292
C -0.15 -3.50 0.82  -0.8930
C 1.35 -3.80 0.91  0.6081
C 1.74 -4.24 2.32  -1.5946
C 2.16 -2.59 0.49  -1.3693
H -0.34 4.38 0.48  0.1954
H -0.35 4.37 2.23  0.3429
H 0.88 5.27 1.37  0.3172
H 0.65 2.20 1.23  -0.0564
H 1.62 3.06 2.39  0.3607
H 2.54 4.23 0.11  -0.8560
H 3.29 2.84 0.89  0.6680
H 3.14 2.33 -1.42  0.5149
H 2.06 1.28 -0.55  0.2399
H 0.30 3.29 -1.30  -0.0064
H 1.49 3.43 -2.56  0.3918
H 1.24 0.74 -2.61  0.4580
H 0.29 1.83 -3.65  0.4537
H -2.21 -0.20 -3.45  -0.1610
H -3.65 1.28 -1.24  0.5421
H -2.76 2.75 -1.68  0.4337
H -1.37 1.69 0.64  -0.0087
H -2.34 3.13 0.54  0.3659
H -4.38 1.83 1.16  0.5533
H -3.43 0.32 1.20  0.4503
H -2.15 -2.45 -1.82  0.4893
H -2.32 -2.21 -0.08  0.2811
H 0.17 -3.45 -1.29  0.1482
H -2.01 -4.73 -1.85  0.4552
H -2.13 -5.04 -0.13  0.4030
H -0.73 -5.62 -1.02  0.3885
H -0.33 -2.52 1.29  0.2321
H -0.68 -4.26 1.39  0.5197
H 1.53 -4.64 0.23  0.3035
H 2.65 -4.83 2.32  0.3947
H 1.91 -3.37 2.96  0.3330
H 0.95 -4.83 2.79  0.4231
H 3.23 -2.77 0.56  0.4821
H 1.92 -2.27 -0.53  0.2519
H 1.92 -1.75 1.15  0.2919
In 3.78 5.77 -0.47  0.7980

# C16H35N2O3

A 2-piece molecular cluster, C16H35N2O3 overall in a non-equilibrium geometry (wB97M-V/def2-TZVPD, the OMol25 dataset).

## Properties
* charge: +1
* molar mass: 303.5 g mol⁻¹
* lowest unoccupied orbital energy: -7.0 eV
* energy above the lowest of the compared OMol25 structures with the same formula, charge and spin: 3.4568 eV
* total energy: -965.42002 Eh

Last column: Mulliken charge in e.
Atoms and positions in Å:
C 5.77 -2.13 -2.79  -1.1339
C 4.67 -1.78 -3.82  -0.1951
O 3.87 -0.73 -3.29  -0.2973
C 3.24 0.03 -4.33  -0.5066
C 1.73 0.35 -3.89  -0.5951
N 1.50 -0.20 -2.55  -0.2200
C 0.08 -0.44 -2.27  0.0990
C -0.58 -1.51 -3.18  -0.7002
O -1.39 -2.35 -2.35  -0.3287
C -1.22 -3.73 -2.66  -0.6838
H 6.17 -3.16 -2.91  0.3412
H 6.65 -1.45 -2.85  0.2757
H 5.41 -2.07 -1.74  0.2851
H 4.08 -2.70 -4.04  0.2230
H 5.17 -1.39 -4.73  0.3374
H 3.84 0.96 -4.42  0.2437
H 3.24 -0.54 -5.28  0.3832
H 1.09 -0.10 -4.67  0.3565
H 1.58 1.46 -3.94  0.3318
H 1.82 0.53 -1.91  0.2179
H -0.54 0.49 -2.23  0.0985
H 0.03 -0.85 -1.23  -0.1668
H -1.29 -0.97 -3.85  0.2239
H 0.13 -2.08 -3.81  0.5023
H -1.13 -3.90 -3.75  0.2885
H -0.32 -4.09 -2.12  0.3007
H -2.08 -4.33 -2.31  0.2409
C -2.86 0.82 1.19  -1.7595
C -1.60 1.56 1.71  1.8410
C -0.46 0.55 2.00  -0.9938
C -0.66 -0.27 3.27  -0.5730
C -0.92 0.63 4.47  -1.1557
C -2.09 1.61 4.24  1.3808
N -1.94 2.36 2.94  0.8392
O -1.11 3.20 3.09  -0.3513
C -3.42 0.82 4.27  -1.8275
C -2.21 2.56 5.44  -1.6755
C -1.17 2.44 0.53  -1.6432
H -2.73 -0.26 1.17  0.4027
H -3.76 1.03 1.77  0.3784
H -3.12 1.13 0.18  0.4571
H 0.49 1.10 2.10  0.4724
H -0.34 -0.11 1.14  0.0078
H -1.49 -0.98 3.13  0.2704
H 0.23 -0.88 3.45  0.4453
H -1.13 0.02 5.35  0.4285
H -0.01 1.19 4.70  0.3881
H -4.27 1.45 4.01  0.4258
H -3.61 0.43 5.27  0.4593
H -3.42 -0.05 3.62  0.3828
H -1.29 3.11 5.63  0.3968
H -2.44 2.00 6.34  0.4273
H -3.02 3.28 5.29  0.4505
H -1.93 3.18 0.29  0.5131
H -1.02 1.82 -0.36  0.2793
H -0.22 2.95 0.70  0.4111

# C16H35NO20S5

A 6-piece molecular cluster, C16H35NO20S5 overall in a non-equilibrium geometry (wB97M-V/def2-TZVPD, the OMol25 dataset).

## Properties
* charge: 0
* molar mass: 721.8 g mol⁻¹
* lowest unoccupied orbital energy: 0.0 eV
* energy above the lowest of the compared OMol25 structures with the same formula, charge and spin: 0.0000 eV
* total energy: -4180.85807 Eh

Last column: Mulliken charge in e.
Atoms and positions in Å:
C -2.08 -4.10 1.77  -0.6861
C -1.38 -5.22 1.03  -0.5526
N 0.10 -5.20 1.22  0.0540
C 0.79 -6.36 0.73  -0.3010
C 0.29 -7.73 1.16  -1.3945
C 0.75 -4.01 0.61  -0.9023
C 0.54 -3.59 -0.81  -0.6676
H -1.66 -3.11 1.58  -0.2331
H -2.18 -4.36 2.83  0.3352
H -3.08 -4.04 1.34  0.3225
H -1.86 -6.10 1.46  0.4490
H -1.64 -5.42 0.00  0.4215
H 0.79 -6.37 -0.36  0.2617
H 1.84 -6.24 1.03  0.3592
H -0.73 -7.96 0.86  0.3553
H 0.89 -8.48 0.65  0.4229
H 0.35 -7.93 2.23  0.3335
H 1.82 -4.20 0.61  0.4272
H 0.67 -3.13 1.24  0.3857
H 1.07 -2.70 -1.14  0.0975
H -0.48 -3.31 -1.05  0.1642
H 0.75 -4.42 -1.49  0.3330
C 0.57 3.50 -2.81  0.2569
C 1.94 2.93 -3.23  -0.2136
O 1.70 2.46 -4.51  -0.3011
S 0.87 3.66 -5.40  1.0339
O 0.22 3.05 -6.56  -0.5338
O 1.78 4.72 -5.66  -0.5155
O -0.10 3.72 -4.04  -0.3506
H 0.66 4.47 -2.32  0.0150
H -0.10 2.77 -2.34  0.0566
H 2.35 2.22 -2.51  0.2850
H 2.72 3.69 -3.30  0.3067
C -4.45 0.80 5.93  -0.2257
C -5.85 0.65 5.40  -0.3519
O -5.80 -0.49 4.54  -0.3278
S -4.43 -0.55 3.69  1.1314
O -4.35 0.44 2.60  -0.5386
O -4.08 -1.93 3.42  -0.4606
O -3.64 0.01 4.99  -0.3205
H -4.48 0.32 6.90  0.2749
H -4.10 1.83 5.99  0.2601
H -6.06 1.51 4.76  0.2676
H -6.60 0.52 6.17  0.3115
C 3.89 -0.04 -3.98  0.0552
C 4.75 -1.10 -4.72  -0.3097
O 5.92 -0.45 -5.10  -0.3494
S 6.33 0.81 -4.07  1.0410
O 6.71 1.95 -4.93  -0.5391
O 7.27 0.42 -3.04  -0.5167
O 4.79 0.98 -3.51  -0.2739
H 3.24 -0.34 -3.15  0.1417
H 3.25 0.42 -4.73  0.1392
H 4.13 -1.55 -5.49  0.3205
H 5.07 -1.82 -3.96  0.3394
C 0.51 7.39 1.47  -0.3178
C -0.55 7.04 2.51  -0.2935
O -1.33 6.12 1.86  -0.3542
S -0.48 5.08 0.92  1.2393
O -1.22 4.65 -0.32  -0.4760
O 0.18 4.08 1.78  -0.5456
O 0.65 6.26 0.59  -0.3315
H 1.51 7.49 1.90  0.2785
H 0.39 8.35 0.98  0.2623
H -1.25 7.79 2.90  0.3186
H 0.04 6.65 3.34  0.2477
C -1.49 -0.43 0.68  -0.1613
C -1.59 1.01 0.33  -0.5823
O -0.78 1.25 -0.77  -0.2922
S 0.67 0.37 -0.56  1.0389
O 1.64 1.17 0.23  -0.6373
O 1.23 -0.26 -1.75  -0.5023
O -0.10 -0.74 0.39  -0.2228
H -2.07 -1.06 0.00  0.2906
H -1.81 -0.75 1.67  0.1948
H -1.20 1.59 1.17  0.3108
H -2.62 1.34 0.19  0.4421

> Which formula does entry 3 have?

C16H35N2O3